Model P:
# C30H49N7O11

A 7-piece molecular cluster, C30H49N7O11 overall (ωB97M-V/def2-TZVPD, the OMol25 dataset).

Geometry (Å):
C: 3.400 -0.218 -1.894
C: 2.392 0.949 -1.687
C: 1.681 1.129 -0.392
C: 2.524 1.592 0.790
C: 3.107 3.045 0.290
C: 3.987 2.875 -0.898
N: 3.213 2.234 -1.991
O: 3.610 2.378 -3.093
C: 5.373 2.216 -0.587
C: 4.163 4.328 -1.344
C: 1.254 0.862 -2.804
H: 3.887 -0.184 -2.896
H: 3.012 -1.213 -1.986
H: 4.026 -0.204 -1.013
H: 1.060 0.272 -0.385
H: 1.020 1.947 -0.328
H: 3.372 0.820 0.946
H: 1.882 1.954 1.648
H: 3.655 3.475 1.175
H: 2.354 3.784 0.440
H: 5.238 1.254 0.026
H: 6.122 2.678 -0.207
H: 5.895 1.705 -1.332
H: 4.776 5.047 -0.823
H: 3.378 4.969 -1.459
H: 4.694 4.419 -2.259
H: 1.592 0.397 -3.814
H: 0.711 1.825 -2.977
H: 0.501 0.316 -2.474
N: -1.351 -1.376 0.427
O: -1.885 -2.547 0.565
O: -0.931 -1.051 -0.694
O: -1.551 -0.562 1.319
C: -6.559 -2.116 0.759
C: -5.197 -1.674 0.167
C: -4.926 -1.878 -1.319
C: -5.937 -2.656 -2.112
C: -7.334 -3.199 -1.434
C: -7.532 -2.964 0.005
N: -5.764 -2.654 -3.612
O: -4.682 -2.332 -4.008
O: -6.677 -3.215 -4.268
H: -6.772 -1.900 2.059
H: -4.495 -1.130 0.695
H: -3.922 -1.704 -1.722
H: -8.142 -3.719 -1.966
H: -8.340 -3.342 0.563
C: 1.021 -2.994 3.313
C: 1.042 -4.335 4.068
C: 2.356 -4.737 4.845
C: 3.555 -3.850 4.854
C: 3.491 -2.629 3.933
C: 2.089 -2.155 3.226
N: 4.695 -4.117 5.616
O: 4.695 -5.091 6.365
O: 5.704 -3.478 5.377
H: 0.099 -2.414 2.842
H: 0.214 -4.927 4.017
H: 2.425 -5.593 5.513
H: 4.323 -1.902 3.942
H: 2.272 -1.353 2.512
C: -3.021 4.257 -0.956
O: -3.679 5.270 -1.141
N: -3.491 2.989 -0.806
C: -2.754 1.698 -1.057
C: -4.881 2.747 -0.623
H: -1.913 4.184 -1.204
H: -2.963 0.924 -0.453
H: -1.589 1.724 -0.795
H: -2.841 1.525 -1.995
H: -5.337 1.920 -1.078
H: -5.643 3.589 -0.867
H: -5.281 2.574 0.426
C: 0.067 4.182 1.699
O: 0.389 5.361 1.848
N: -0.259 3.426 2.808
C: -0.937 2.172 2.595
C: -0.336 3.984 4.235
H: -0.015 3.600 0.891
H: -1.512 2.184 1.714
H: -1.282 1.763 3.489
H: -0.076 1.421 2.354
H: 0.475 3.455 4.708
H: -1.122 3.400 4.632
H: -0.208 5.180 4.390
C: -0.279 -2.325 -3.789
O: -0.282 -1.785 -4.966
N: 0.593 -3.187 -3.333
C: 0.908 -3.475 -1.910
C: 1.686 -3.638 -4.287
H: -0.992 -1.764 -2.933
H: 1.747 -3.180 -1.489
H: 0.736 -4.471 -1.873
H: -0.030 -3.316 -1.213
H: 2.077 -3.097 -5.095
H: 1.521 -4.630 -4.723
H: 2.662 -3.720 -3.724

Summary:
HOMO level ... -8.64 eV
HOMO-LUMO gap ... 4.30 eV


Model Q:
# C30H49N7O11

A 7-piece molecular cluster, C30H49N7O11 overall (ωB97M-V/def2-TZVPD, the OMol25 dataset).

Geometry (Å):
C: -3.728 0.091 -2.355
C: -3.467 -1.422 -2.399
C: -2.417 -1.662 -3.497
C: -1.696 -3.089 -3.312
C: -0.987 -2.991 -2.031
C: -1.809 -2.840 -0.859
N: -2.916 -1.762 -1.059
O: -3.200 -1.092 -0.004
C: -0.969 -2.532 0.404
C: -2.612 -4.146 -0.509
C: -4.884 -2.128 -2.658
H: -2.825 0.565 -2.142
H: -4.611 0.339 -1.725
H: -4.212 0.654 -3.177
H: -1.737 -0.829 -3.392
H: -2.847 -1.315 -4.549
H: -1.148 -3.199 -4.378
H: -2.459 -3.829 -3.344
H: -0.325 -2.094 -2.168
H: -0.211 -3.783 -2.003
H: -0.489 -3.458 0.520
H: -1.661 -2.368 1.260
H: -0.255 -1.849 0.239
H: -3.271 -4.440 -1.313
H: -3.092 -3.977 0.396
H: -1.987 -5.012 -0.552
H: -4.570 -3.179 -2.986
H: -5.216 -1.767 -3.619
H: -5.750 -2.220 -1.948
N: 0.285 1.115 -1.025
O: 0.417 0.683 0.171
O: 1.229 0.650 -1.850
O: -0.750 1.449 -1.373
C: 3.297 -1.781 2.506
C: 4.404 -2.386 3.220
C: 4.133 -2.965 4.617
C: 2.679 -3.120 5.129
C: 1.632 -2.424 4.246
C: 1.925 -1.786 2.956
N: 2.366 -3.655 6.438
O: 1.082 -3.613 6.786
O: 3.089 -4.312 7.001
H: 3.373 -1.430 1.596
H: 5.391 -2.139 2.816
H: 4.884 -3.272 5.321
H: 0.515 -2.359 4.511
H: 1.030 -1.286 2.323
C: 7.232 -0.986 -1.501
C: 5.815 -0.334 -1.843
C: 4.648 -1.330 -1.765
C: 4.888 -2.831 -1.418
C: 6.318 -3.222 -0.962
C: 7.421 -2.216 -1.026
N: 3.829 -3.723 -1.631
O: 3.944 -4.854 -1.043
O: 2.676 -3.295 -1.845
H: 8.072 -0.400 -1.619
H: 5.749 0.641 -2.007
H: 3.595 -0.867 -2.185
H: 6.475 -4.219 -0.695
H: 8.536 -2.424 -0.737
C: -2.022 3.241 -4.206
O: -3.058 3.176 -4.832
N: -1.174 4.367 -4.218
C: 0.048 4.519 -3.423
C: -1.422 5.475 -5.201
H: -1.760 2.355 -3.405
H: -0.125 4.253 -2.320
H: 0.239 5.696 -3.349
H: 0.960 3.771 -3.898
H: -1.509 6.459 -4.680
H: -2.288 5.336 -5.766
H: -0.638 5.605 -6.030
C: 1.610 4.988 3.792
O: 2.690 5.134 3.026
N: 0.663 4.158 3.337
C: -0.583 4.040 4.147
C: 0.687 3.224 2.186
H: 1.407 5.663 4.604
H: -1.316 4.696 4.100
H: -0.361 3.946 5.190
H: -1.231 3.110 3.712
H: 0.110 2.319 2.412
H: 1.595 2.967 1.754
H: 0.024 3.735 1.393
C: -2.197 0.870 2.952
O: -2.464 0.264 3.951
N: -3.035 1.979 2.487
C: -2.949 2.529 1.166
C: -3.837 2.766 3.423
H: -1.545 0.668 1.968
H: -2.692 1.626 0.659
H: -2.092 3.185 1.189
H: -3.949 2.857 0.617
H: -4.061 3.850 3.275
H: -3.587 2.825 4.482
H: -4.939 2.414 3.594

Summary:
HOMO level ... -8.23 eV
HOMO-LUMO gap ... 4.30 eV


Q: Which of them is the most stable? A: model Q.


Model P:
# C34H96N6O11

A 11-piece molecular cluster, C34H96N6O11 overall (ωB97M-V/def2-TZVPD, the OMol25 dataset).

Geometry (Å):
C: 15.751 8.363 -5.610
O: 16.790 9.318 -5.601
C: 17.000 9.911 -4.345
C: 16.035 11.022 -3.972
C: 15.831 11.965 -5.158
N: 16.634 11.676 -2.803
H: 14.834 8.772 -5.175
H: 16.033 7.461 -5.047
H: 15.606 8.014 -6.630
H: 17.052 9.142 -3.553
H: 18.029 10.284 -4.327
H: 15.031 10.678 -3.701
H: 15.228 12.828 -4.887
H: 15.312 11.491 -5.999
H: 16.775 12.250 -5.633
H: 17.645 11.593 -2.822
H: 16.503 12.677 -2.771
C: 9.421 15.258 0.725
O: 8.518 14.305 1.218
C: 7.143 14.661 1.122
C: 6.673 15.326 2.378
C: 6.742 14.363 3.557
N: 5.355 15.942 2.196
H: 9.099 16.295 0.849
H: 9.683 15.106 -0.338
H: 10.400 15.081 1.181
H: 6.923 15.173 0.181
H: 6.639 13.690 1.057
H: 7.441 16.077 2.646
H: 7.792 14.090 3.654
H: 6.123 13.470 3.439
H: 6.437 14.826 4.499
H: 5.051 16.247 3.115
H: 5.443 16.800 1.661
C: 13.425 14.367 -0.458
O: 14.022 13.156 -0.093
C: 13.210 12.043 -0.426
C: 14.028 10.786 -0.303
C: 13.169 9.588 -0.693
N: 14.494 10.659 1.071
H: 13.166 14.345 -1.525
H: 14.072 15.235 -0.346
H: 12.507 14.537 0.124
H: 12.433 12.003 0.360
H: 12.696 12.135 -1.389
H: 14.867 10.897 -1.006
H: 13.200 9.442 -1.776
H: 12.156 9.655 -0.297
H: 13.618 8.660 -0.322
H: 15.162 9.919 1.228
H: 14.896 11.548 1.345
C: 5.989 10.308 -3.531
O: 6.183 11.712 -3.493
C: 7.470 12.112 -3.845
C: 8.509 11.856 -2.759
C: 8.161 12.604 -1.495
N: 9.865 12.288 -3.160
H: 6.801 9.788 -3.019
H: 5.891 9.937 -4.553
H: 5.070 10.130 -2.976
H: 7.838 11.655 -4.777
H: 7.486 13.195 -3.998
H: 8.587 10.784 -2.522
H: 8.184 13.680 -1.727
H: 8.839 12.515 -0.647
H: 7.132 12.463 -1.159
H: 10.085 11.800 -4.026
H: 10.575 11.958 -2.517
C: 11.205 20.175 3.937
O: 12.369 20.387 3.182
C: 12.138 20.610 1.814
C: 11.805 19.352 1.021
C: 12.911 18.314 1.131
N: 11.707 19.680 -0.427
H: 10.814 19.156 3.827
H: 10.403 20.863 3.632
H: 11.428 20.364 4.984
H: 11.314 21.333 1.692
H: 13.031 21.079 1.396
H: 10.882 18.857 1.325
H: 13.916 18.720 0.978
H: 12.771 17.474 0.452
H: 12.975 17.882 2.136
H: 12.497 20.263 -0.688
H: 10.867 20.225 -0.593
C: 17.685 10.564 2.682
O: 18.507 10.180 3.778
C: 19.860 10.087 3.422
C: 20.633 9.372 4.493
C: 20.486 10.048 5.865
N: 22.029 9.167 4.093
H: 16.712 10.724 3.141
H: 17.678 9.851 1.855
H: 18.059 11.547 2.371
H: 19.977 9.563 2.462
H: 20.284 11.099 3.272
H: 20.173 8.399 4.711
H: 19.429 10.262 6.044
H: 20.914 11.062 5.842
H: 20.917 9.475 6.681
H: 22.598 9.159 4.936
H: 22.366 10.022 3.650
C: 13.957 6.251 -3.211
C: 12.496 6.694 -3.374
O: 11.652 5.577 -3.634
H: 14.068 5.548 -2.383
H: 14.605 7.112 -3.029
H: 14.300 5.749 -4.116
H: 12.462 7.333 -4.256
H: 12.186 7.213 -2.469
H: 11.313 5.258 -2.795
C: 15.378 15.188 -3.621
C: 15.541 16.522 -2.956
O: 14.980 17.618 -3.622
H: 14.365 14.789 -3.642
H: 16.021 14.461 -3.124
H: 15.825 15.204 -4.619
H: 16.602 16.707 -2.750
H: 15.185 16.477 -1.911
H: 14.021 17.501 -3.570
C: 11.285 16.073 -3.653
C: 11.199 17.263 -2.726
O: 12.516 17.383 -2.175
H: 11.714 15.202 -3.147
H: 12.005 16.255 -4.457
H: 10.346 15.726 -4.082
H: 10.487 17.168 -1.903
H: 10.945 18.176 -3.273
H: 12.529 17.789 -1.301
C: 12.615 12.041 4.083
C: 11.885 12.590 2.887
O: 10.564 13.001 3.335
H: 12.517 12.668 4.963
H: 13.670 11.853 3.859
H: 12.252 11.025 4.265
H: 11.752 11.871 2.081
H: 12.350 13.500 2.492
H: 9.939 12.751 2.649
C: 15.499 15.500 2.393
C: 15.799 14.035 2.513
O: 16.888 13.775 3.403
H: 15.145 15.926 3.336
H: 14.700 15.640 1.658
H: 16.357 16.063 2.030
H: 16.097 13.693 1.518
H: 14.924 13.431 2.773
H: 16.603 14.130 4.251

Summary:
HOMO level ... -9.14 eV
HOMO-LUMO gap ... 9.47 eV
SMILES ... COC[C@H](C)N.COC[C@H](C)N.COC[C@H](C)N.COC[C@H](C)N.COC[C@H](C)N.COC[C@H](C)N.CCO.CCO.CCO.CCO.CCO


Model Q:
# C34H96N6O11

A 11-piece molecular cluster, C34H96N6O11 overall (ωB97M-V/def2-TZVPD, the OMol25 dataset).

Geometry (Å):
C: -0.226 -0.694 -2.653
O: 0.102 -1.544 -1.565
C: -0.535 -1.163 -0.370
C: -0.231 -2.117 0.787
C: -0.880 -1.682 2.084
N: 1.201 -2.267 0.989
H: 0.158 -1.130 -3.571
H: 0.126 0.332 -2.555
H: -1.312 -0.738 -2.776
H: -0.431 -0.101 -0.105
H: -1.628 -1.157 -0.561
H: -0.675 -3.078 0.503
H: -0.603 -0.659 2.359
H: -0.449 -2.277 2.887
H: -1.960 -1.745 1.947
H: 1.618 -1.363 1.182
H: 1.709 -2.594 0.176
C: -0.707 2.185 1.711
O: -0.377 3.546 1.878
C: 0.399 3.957 0.777
C: 0.953 5.360 1.045
C: -0.179 6.356 1.338
N: 1.820 5.891 -0.021
H: -0.967 1.702 2.657
H: 0.088 1.509 1.367
H: -1.535 2.084 0.998
H: 1.288 3.344 0.604
H: -0.198 3.979 -0.147
H: 1.523 5.272 1.977
H: -0.906 6.447 0.523
H: 0.197 7.337 1.625
H: -0.827 5.957 2.128
H: 1.171 6.094 -0.781
H: 2.195 6.785 0.265
C: 4.355 2.836 4.151
O: 4.283 1.719 3.310
C: 3.412 1.954 2.222
C: 3.358 0.693 1.381
C: 4.743 0.212 0.946
N: 2.598 0.914 0.146
H: 3.413 3.038 4.680
H: 4.660 3.727 3.591
H: 5.068 2.676 4.961
H: 2.386 2.204 2.515
H: 3.878 2.744 1.618
H: 2.898 -0.050 2.044
H: 5.280 1.015 0.442
H: 4.661 -0.642 0.267
H: 5.308 -0.254 1.762
H: 2.714 0.151 -0.513
H: 2.946 1.735 -0.376
C: 0.952 2.548 -5.088
O: 2.164 3.041 -4.568
C: 2.137 3.031 -3.154
C: 3.488 3.443 -2.604
C: 4.615 2.498 -3.001
N: 3.383 3.492 -1.142
H: 0.940 2.718 -6.161
H: 0.084 3.062 -4.651
H: 0.793 1.487 -4.860
H: 1.356 3.669 -2.718
H: 1.876 2.007 -2.846
H: 3.710 4.428 -3.036
H: 5.507 2.688 -2.397
H: 4.866 2.519 -4.057
H: 4.341 1.478 -2.707
H: 4.284 3.777 -0.768
H: 2.734 4.223 -0.839
C: -3.595 -4.301 1.101
O: -3.291 -3.778 -0.168
C: -2.768 -4.781 -1.033
C: -2.482 -4.149 -2.374
C: -3.746 -3.607 -3.035
N: -1.900 -5.132 -3.313
H: -2.716 -4.722 1.607
H: -4.320 -5.123 1.088
H: -3.950 -3.464 1.700
H: -1.814 -5.129 -0.604
H: -3.428 -5.658 -1.027
H: -1.747 -3.360 -2.195
H: -3.552 -3.127 -3.989
H: -4.134 -2.781 -2.428
H: -4.533 -4.361 -2.998
H: -1.246 -5.783 -2.880
H: -2.625 -5.767 -3.641
C: -0.047 5.251 4.786
O: 0.209 4.185 5.678
C: -0.098 2.931 5.084
C: 0.281 1.873 6.093
C: 0.291 0.467 5.457
N: -0.643 1.806 7.259
H: 0.666 5.248 3.962
H: 0.068 6.192 5.331
H: -1.100 5.254 4.487
H: -1.170 2.851 4.892
H: 0.581 2.684 4.264
H: 1.283 2.011 6.514
H: 0.912 0.421 4.554
H: -0.704 0.161 5.124
H: 0.693 -0.269 6.152
H: -0.542 2.711 7.719
H: -0.255 1.129 7.908
C: -3.850 1.012 -4.713
C: -3.411 -0.426 -4.885
O: -2.188 -0.441 -5.613
H: -4.053 1.478 -5.678
H: -3.044 1.581 -4.249
H: -4.777 1.048 -4.139
H: -4.135 -0.991 -5.484
H: -3.231 -0.866 -3.899
H: -1.753 -1.304 -5.468
C: 2.535 -5.071 -1.037
C: 2.353 -4.210 -2.306
O: 2.493 -2.841 -2.009
H: 3.312 -4.607 -0.427
H: 2.886 -6.087 -1.224
H: 1.624 -5.069 -0.434
H: 1.439 -4.489 -2.840
H: 3.154 -4.577 -2.960
H: 1.596 -2.445 -1.934
C: -1.397 -4.788 4.235
C: -1.137 -3.643 5.201
O: -1.579 -3.988 6.502
H: -2.458 -5.075 4.279
H: -0.899 -5.692 4.584
H: -1.167 -4.588 3.190
H: -1.465 -2.650 4.882
H: -0.045 -3.556 5.220
H: -2.524 -4.167 6.432
C: 0.676 -2.003 -6.243
C: 0.181 -3.166 -5.396
O: -1.211 -3.017 -5.099
H: 1.714 -2.193 -6.517
H: 0.661 -1.121 -5.601
H: 0.089 -1.840 -7.142
H: 0.724 -3.279 -4.454
H: 0.288 -4.111 -5.937
H: -1.492 -3.736 -4.484
C: -4.028 0.867 -0.623
C: -4.644 -0.206 0.250
O: -5.846 0.260 0.845
H: -4.594 1.043 -1.538
H: -3.014 0.646 -0.963
H: -3.977 1.811 -0.077
H: -4.027 -0.603 1.061
H: -4.863 -1.081 -0.373
H: -6.605 -0.310 0.740

Summary:
HOMO level ... -8.69 eV
HOMO-LUMO gap ... 9.14 eV
SMILES ... COC[C@H](C)N.COC[C@H](C)N.COC[C@H](C)N.COC[C@H](C)N.COC[C@H](C)N.COC[C@H](C)N.CCO.CCO.CCO.CCO.CCO


Q: Which of them is the most stable? A: model Q.